The following is a DFT calculation (the ωB97M-V functional and the def2-TZVPD basis) of a cluster of 8 separate species, C24H66N2O12 in total in a non-equilibrium geometry.

Atoms and positions in Å:
C: 1.793551 3.492443 3.763789
O: 2.351989 3.561314 2.427426
C: 3.712567 3.821315 2.341673
C: 4.155990 3.532603 0.908583
N: 4.024096 2.085026 0.588390
C: 4.413473 1.876164 -0.839425
C: 3.723592 0.674575 -1.401733
O: 2.287642 0.796934 -1.269166
C: 1.650285 -0.119667 -2.087690
H: 0.718267 3.309655 3.616853
H: 1.913581 4.460013 4.234263
H: 2.330946 2.751525 4.312428
H: 4.279101 3.103004 3.014679
H: 4.024984 4.849588 2.628259
H: 5.192330 3.858896 0.825569
H: 3.513955 4.114050 0.232404
H: 3.051273 1.890188 0.594096
H: 5.462161 1.809024 -0.805347
H: 4.108959 2.669951 -1.513791
H: 4.101829 -0.249119 -0.855202
H: 3.989199 0.499820 -2.468765
H: 1.888933 0.018713 -3.135314
H: 0.603803 0.014632 -1.999197
H: 1.853407 -1.109298 -1.767079
C: -1.504003 -2.919771 0.624891
O: -2.445645 -3.634551 -0.125309
C: -3.663741 -2.995726 -0.496304
C: -4.709766 -4.044809 -0.820305
N: -4.303057 -4.882668 -2.014158
C: -4.884329 -6.223549 -2.103864
C: -4.190546 -7.002264 -3.214049
O: -2.839865 -7.120222 -2.985768
C: -2.259034 -8.161803 -3.699993
H: -0.726721 -3.541558 0.947509
H: -2.043254 -2.448752 1.467264
H: -1.052247 -2.087005 0.081682
H: -3.510814 -2.420960 -1.350962
H: -4.011764 -2.321601 0.333624
H: -5.659164 -3.477991 -1.025390
H: -4.925384 -4.626984 0.075076
H: -3.273344 -5.060693 -1.896766
H: -5.968545 -6.309547 -2.265302
H: -4.631665 -6.765192 -1.173413
H: -4.500755 -6.601172 -4.188241
H: -4.643770 -8.071132 -3.176049
H: -2.441915 -7.933045 -4.790789
H: -2.657591 -9.120804 -3.368861
H: -1.150031 -8.120795 -3.547496
C: -2.587704 2.172751 -2.894242
C: -3.349229 1.015197 -3.539318
O: -2.667664 -0.218078 -3.246167
O: -1.348072 2.255333 -3.487770
H: -2.485766 1.987077 -1.812489
H: -3.144527 3.086546 -3.076445
H: -3.587894 1.102137 -4.606373
H: -4.303594 0.973004 -3.071056
H: -1.759802 -0.113793 -3.601707
H: -0.669330 2.715442 -2.911483
C: -5.748740 0.275525 2.065250
C: -4.632964 1.204907 2.388301
O: -3.777166 1.307802 1.150806
O: -6.856872 0.546610 2.883115
H: -5.400632 -0.759997 2.169113
H: -6.077113 0.545828 1.029699
H: -3.987770 0.881516 3.232767
H: -5.107762 2.153724 2.539691
H: -2.853637 1.237398 1.438502
H: -7.615986 0.212650 2.422574
C: 1.569860 -1.306676 3.165619
C: 1.082748 -0.828506 4.568410
O: 0.510124 0.544424 4.482075
H: 0.695250 -1.222870 2.473489
H: 1.862799 -2.320365 3.282224
H: 2.251906 -0.613728 2.774003
H: 1.901026 -0.785001 5.303831
H: 0.341539 -1.541497 4.949112
H: 0.016723 0.710046 5.323578
C: 2.691058 2.967271 -4.120636
C: 1.414232 3.789796 -4.348517
O: 0.756396 4.034060 -3.133840
H: 3.391961 3.524543 -3.547524
H: 3.183124 2.642867 -5.022011
H: 2.409830 2.066819 -3.560348
H: 0.783515 3.076836 -4.871064
H: 1.652256 4.726504 -4.897604
H: 1.411486 4.431152 -2.562798
C: 6.563672 0.949617 4.106980
C: 6.907161 1.329981 2.717030
O: 6.131042 0.629763 1.764630
H: 6.910455 1.760708 4.794717
H: 6.813305 -0.050852 4.476610
H: 5.461120 0.973016 4.142383
H: 7.961703 1.102229 2.498244
H: 6.820685 2.374893 2.594414
H: 5.319109 1.103078 1.417692
C: -0.309785 2.686937 0.338650
C: -0.057500 1.475725 1.217099
O: -1.001352 1.257866 2.293948
H: 0.543481 2.842547 -0.380967
H: -0.482130 3.522590 0.989939
H: -1.218927 2.606955 -0.186956
H: 0.877312 1.516554 1.665125
H: 0.063826 0.562394 0.568861
H: -0.415750 1.059991 3.018105

Forces on the atoms, in the same order (eV/Å):
0.073 0.914 -1.830
-1.018 0.070 0.376
1.349 -0.961 0.468
-0.544 -0.343 0.626
0.794 1.195 -1.150
-1.539 0.220 0.736
0.297 -2.079 0.336
1.786 0.939 0.293
-0.306 0.126 -0.303
0.524 -0.280 0.273
0.032 0.325 0.317
0.010 -0.761 0.579
-0.403 0.686 -0.456
-0.463 -0.298 -0.068
0.081 -0.130 -0.280
0.246 0.128 -0.018
-1.171 -0.271 0.482
1.446 -0.390 -0.588
0.027 0.806 0.229
-0.688 0.762 -0.455
-0.143 0.366 0.491
0.327 -0.091 -0.382
-1.187 0.333 0.205
0.429 -1.276 0.106
-1.990 1.973 -0.186
0.021 -1.015 -0.347
-0.016 -0.532 1.855
-0.563 -0.112 -0.909
0.682 0.712 1.004
1.057 -0.340 0.666
-2.475 -1.951 0.292
0.715 0.844 0.736
1.104 0.770 -1.345
0.894 -1.213 0.517
0.445 -0.175 0.159
0.023 0.107 -0.369
0.399 1.320 -1.558
0.149 -0.553 -0.565
0.742 -0.562 -0.157
0.153 -0.440 0.137
-1.300 0.395 -0.198
0.257 0.606 0.023
-0.423 -0.095 -0.027
0.618 0.166 -0.148
0.408 1.368 -0.112
0.160 -0.867 0.760
-0.044 -0.204 -0.271
-0.985 -0.109 0.031
-1.012 -0.395 -0.004
0.809 -0.377 0.622
0.357 0.412 -0.621
2.685 0.432 0.099
-0.383 -0.022 -0.282
-0.316 0.388 0.214
0.625 0.303 -0.027
-0.836 -0.281 0.639
-0.753 -0.013 0.294
-1.211 -0.520 -0.953
-0.242 -0.161 -1.312
1.994 0.061 -1.518
-0.937 -0.271 1.628
0.013 0.140 1.048
-0.285 -0.032 -0.345
0.729 -0.694 0.410
-0.568 0.327 -0.392
0.164 0.774 0.447
-0.143 0.035 0.162
-0.605 -0.194 -0.075
-3.129 1.280 1.202
0.065 0.627 -0.420
-0.056 -1.276 1.025
0.476 -0.436 0.511
0.677 -0.756 -0.310
1.597 0.519 -0.433
-0.089 -0.066 -0.347
-0.086 0.303 -0.090
0.644 -0.207 -1.087
-0.899 -0.273 0.295
1.054 -1.103 -0.761
-0.137 0.321 0.379
0.806 0.491 0.610
0.039 0.063 -0.554
0.124 0.248 -0.023
-0.510 0.683 -0.581
-0.486 -0.565 0.121
0.036 0.217 0.552
-1.306 0.751 1.523
0.787 -1.451 -1.117
-0.441 -0.207 -0.657
-0.054 -0.879 -0.211
0.467 0.269 -0.361
0.181 0.101 0.233
-0.159 -0.020 -0.001
-0.307 1.451 -0.125
0.763 -0.030 0.792
1.110 -0.233 0.506
-0.944 -1.467 -1.381
-0.119 0.604 -1.840
-0.837 -0.089 0.826
0.431 0.797 0.239
-1.092 -0.404 -0.934
1.998 0.624 0.855
-0.685 0.513 0.428
0.006 -0.396 1.127

Results
Energy relative to the best compared isomer or geometry (same formula, charge and spin) in kcal/mol: 55.21
Highest occupied orbital energy in eV: -8.43
E_tot in eV: -53502.54604
Lowest unoccupied orbital energy in eV: 0.41
SMILES string: COCCNCCOC.COCCNCCOC.OCCO.OCCO.CCO.CCO.CCO.CCO
Spin multiplicity: 1
Max |F| in Eh/bohr: 0.0698
Frontier orbital gap in eV: 8.85